(1)
{
  "formula": "C10H19BN3O3",
  "method": "the ωB97M-V functional and the def2-TZVPD basis",
  "lumo_ev": 1.6,
  "max_force_ev_per_a": 1.1,
  "energy_ha": -807.23718,
  "charge": -1,
  "orbital_gap_ev": 3.435,
  "elements": ["C", "C", "O", "N", "C", "B", "C", "O", "O", "H", "H", "H", "H", "H", "H", "H", "H", "C", "C", "N", "C", "C", "N", "C", "C", "H", "H", "H", "H", "H", "H", "H", "H", "H", "H", "H"],
  "xyz": [[3.074, 1.535, 1.346], [3.129, 2.300, 0.025], [3.679, 1.755, -0.921], [2.538, 3.559, -0.058], [3.013, 4.496, 0.949], [0.941, 3.523, -0.233], [0.187, 2.667, 0.980], [-0.131, 3.199, 2.066], [-0.032, 1.403, 0.751], [2.971, 2.175, 2.217], [2.187, 0.904, 1.287], [3.963, 0.910, 1.453], [2.256, 5.257, 1.118], [3.915, 5.015, 0.585], [3.294, 4.048, 1.911], [0.678, 3.002, -1.320], [0.550, 4.687, -0.199], [-3.333, -4.140, -2.520], [-3.649, -3.551, -1.154], [-2.576, -2.688, -0.671], [-2.478, -1.322, -0.877], [-1.330, -0.917, -0.279], [-0.760, -2.026, 0.278], [-1.519, -3.088, 0.035], [0.499, -1.950, 1.025], [-2.421, -4.737, -2.483], [-4.151, -4.779, -2.852], [-3.189, -3.351, -3.257], [-3.803, -4.337, -0.416], [-4.556, -2.950, -1.189], [-3.229, -0.783, -1.424], [-0.791, 0.030, -0.142], [-1.320, -4.097, 0.352], [1.252, -2.569, 0.542], [0.336, -2.280, 2.049], [0.806, -0.901, 1.025]]
}


(2)
{
  "formula": "C36H46FN7O2P",
  "method": "the ωB97M-V functional and the def2-TZVPD basis",
  "lumo_ev": -3.1,
  "max_force_ev_per_a": 5.7,
  "energy_ha": -2374.08399,
  "charge": 1,
  "orbital_gap_ev": 8.096,
  "elements": ["C", "P", "O", "C", "C", "N", "C", "C", "C", "C", "C", "N", "C", "C", "C", "O", "F", "H", "H", "H", "H", "H", "H", "H", "H", "H", "H", "H", "H", "H", "H", "H", "H", "H", "H", "H", "H", "H", "N", "C", "C", "C", "C", "C", "H", "H", "H", "H", "H", "N", "C", "C", "C", "C", "C", "H", "H", "H", "H", "H", "N", "C", "C", "C", "C", "C", "H", "H", "H", "H", "H", "N", "C", "C", "C", "C", "C", "H", "H", "H", "H", "H", "N", "C", "C", "C", "C", "C", "H", "H", "H", "H", "H"],
  "xyz": [[2.052, 3.065, -1.815], [2.215, 1.495, -2.779], [2.437, 1.983, -4.348], [0.546, 0.647, -2.814], [0.741, -0.871, -2.722], [-0.249, -1.416, -2.174], [-1.306, -0.405, -1.942], [-2.512, -0.732, -1.091], [-3.361, 0.528, -0.855], [-3.560, 1.384, -2.109], [-4.527, 2.539, -1.902], [-5.884, 2.122, -2.316], [-0.380, 0.762, -1.556], [0.336, 0.406, -0.216], [0.157, 1.421, 0.876], [-0.630, 1.255, 1.678], [0.959, 2.474, 0.918], [1.043, 3.304, -1.497], [2.715, 2.969, -0.966], [2.472, 3.855, -2.429], [1.632, 2.398, -4.693], [-0.110, 1.024, -3.606], [1.643, -1.382, -3.050], [-0.281, -2.413, -1.950], [-1.644, -0.213, -2.957], [-2.256, -1.250, -0.169], [-3.143, -1.424, -1.647], [-4.353, 0.168, -0.591], [-3.000, 1.097, 0.001], [-2.634, 1.799, -2.504], [-3.946, 0.715, -2.877], [-4.239, 3.357, -2.572], [-4.493, 2.914, -0.875], [-6.203, 1.426, -1.646], [-6.494, 2.919, -2.155], [-0.878, 1.706, -1.388], [-0.138, -0.481, 0.185], [1.384, 0.150, -0.368], [-3.638, 3.971, -4.979], [-4.668, 4.810, -4.821], [-5.314, 5.444, -5.869], [-4.871, 5.203, -7.158], [-3.806, 4.340, -7.346], [-3.231, 3.754, -6.230], [-4.980, 4.973, -3.795], [-6.144, 6.111, -5.679], [-5.349, 5.680, -8.003], [-3.428, 4.125, -8.336], [-2.396, 3.069, -6.335], [-0.579, -3.949, -1.720], [-1.431, -4.286, -0.746], [-1.157, -4.127, 0.607], [0.070, -3.594, 0.963], [0.972, -3.247, -0.030], [0.601, -3.442, -1.351], [-2.377, -4.699, -1.077], [-1.887, -4.407, 1.355], [0.324, -3.447, 2.005], [1.941, -2.832, 0.217], [1.275, -3.181, -2.163], [2.755, -2.102, 3.147], [3.485, -2.126, 4.264], [3.304, -1.248, 5.326], [2.307, -0.291, 5.226], [1.536, -0.265, 4.077], [1.798, -1.178, 3.076], [4.258, -2.886, 4.298], [3.931, -1.311, 6.205], [2.135, 0.417, 6.026], [0.749, 0.465, 3.935], [1.218, -1.181, 2.155], [3.583, -2.456, -2.122], [4.256, -2.196, -0.998], [5.634, -2.267, -0.893], [6.360, -2.632, -2.015], [5.683, -2.909, -3.191], [4.302, -2.805, -3.192], [3.649, -1.917, -0.143], [6.125, -2.043, 0.043], [7.439, -2.701, -1.973], [6.212, -3.198, -4.087], [3.733, -3.010, -4.093], [1.480, -0.139, 8.501], [0.937, 0.527, 9.520], [0.547, -0.069, 10.709], [0.726, -1.435, 10.848], [1.285, -2.146, 9.800], [1.644, -1.453, 8.655], [0.813, 1.593, 9.367], [0.114, 0.523, 11.504], [0.433, -1.939, 11.761], [1.441, -3.214, 9.868], [2.088, -1.970, 7.810]]
}


(3)
{
  "formula": "C30H32F19N2O5P",
  "method": "the ωB97M-V functional and the def2-TZVPD basis",
  "lumo_ev": -0.8,
  "max_force_ev_per_a": 4.8,
  "energy_ha": -3886.61649,
  "smiles": "NP(O)c1c(CCOCC(F)(F)C(F)(F)C(F)(F)C(F)F)c(CCCC(F)(F)C(F)(F)F)c(CCF)c2c1C(=O)N(CCCC(F)(F)C(F)(F)F)C2=O.CC(C)=O",
  "orbital_gap_ev": 7.705,
  "elements": ["N", "P", "O", "C", "C", "C", "C", "O", "C", "C", "F", "F", "C", "F", "F", "C", "F", "F", "C", "F", "F", "C", "C", "C", "C", "C", "F", "F", "C", "F", "F", "F", "C", "C", "C", "F", "C", "C", "C", "O", "N", "C", "C", "C", "C", "F", "F", "C", "F", "F", "F", "C", "O", "H", "H", "H", "H", "H", "H", "H", "H", "H", "H", "H", "H", "H", "H", "H", "H", "H", "H", "H", "H", "H", "H", "H", "H", "H", "H", "C", "C", "C", "O", "H", "H", "H", "H", "H", "H"],
  "xyz": [[1.502, -2.960, 1.975], [1.130, -1.207, 2.083], [2.459, -0.499, 2.906], [1.087, -0.644, 0.277], [-0.234, -0.493, -0.572], [-1.673, -0.777, 0.051], [-1.829, -2.189, 0.802], [-1.953, -2.046, 2.240], [-3.211, -1.469, 2.617], [-3.321, -1.351, 4.229], [-2.990, -2.632, 4.803], [-4.658, -1.039, 4.639], [-2.292, -0.308, 4.873], [-2.532, -0.247, 6.290], [-0.987, -0.860, 4.727], [-2.419, 1.197, 4.335], [-2.225, 2.046, 5.481], [-3.686, 1.528, 3.806], [-1.206, 1.515, 3.327], [-0.079, 2.010, 4.041], [-1.569, 2.546, 2.390], [-0.163, -0.011, -2.070], [-1.488, 0.193, -2.971], [-2.092, 1.642, -2.514], [-3.640, 1.564, -2.101], [-4.099, 2.652, -1.027], [-3.095, 3.035, -0.103], [-4.531, 3.846, -1.688], [-5.335, 2.089, -0.126], [-6.174, 1.255, -0.887], [-6.118, 3.185, 0.340], [-4.760, 1.426, 1.000], [1.199, 0.344, -2.780], [1.318, 0.847, -4.287], [1.408, -0.323, -5.378], [0.350, -0.142, -6.355], [2.462, 0.200, -1.914], [2.407, -0.290, -0.442], [3.925, -0.285, 0.036], [4.515, -1.011, 0.861], [4.475, 0.800, -0.823], [5.925, 1.106, -0.667], [6.121, 1.769, 0.778], [5.810, 3.339, 0.848], [4.316, 3.744, 0.470], [4.153, 3.785, -0.956], [3.367, 2.884, 1.101], [3.941, 5.243, 0.977], [3.545, 5.277, 2.332], [4.973, 6.175, 0.746], [2.810, 5.675, 0.227], [4.001, 0.483, -2.198], [4.674, 0.478, -3.253], [2.515, -3.110, 2.113], [1.241, -3.305, 1.029], [3.014, -1.209, 3.298], [-1.880, 0.081, 0.796], [-2.532, -0.717, -0.714], [-2.728, -2.812, 0.448], [-0.885, -2.816, 0.604], [-4.077, -2.122, 2.213], [-3.399, -0.415, 2.218], [-0.870, 0.610, 2.712], [-2.197, -0.669, -2.739], [-1.260, 0.183, -4.087], [-1.428, 2.066, -1.670], [-1.963, 2.330, -3.416], [-3.935, 0.499, -1.768], [-4.243, 1.789, -3.060], [0.361, 1.453, -4.507], [2.184, 1.607, -4.350], [2.423, -0.357, -5.896], [1.187, -1.305, -4.843], [6.272, 1.858, -1.467], [6.580, 0.176, -0.746], [5.533, 1.267, 1.619], [7.233, 1.642, 1.054], [5.956, 3.648, 1.953], [6.593, 3.958, 0.268], [-1.160, -5.558, -1.905], [-2.522, -5.164, -1.400], [-3.371, -6.243, -0.783], [-2.923, -4.017, -1.488], [-0.661, -4.680, -2.323], [-0.556, -5.944, -1.081], [-1.257, -6.312, -2.688], [-2.865, -6.660, 0.090], [-3.566, -7.028, -1.517], [-4.324, -5.816, -0.465]]
}


(4)
{
  "formula": "C3H5NO",
  "method": "the ωB97M-V functional and the def2-TZVPD basis",
  "lumo_ev": 0.8,
  "max_force_ev_per_a": 1.0,
  "energy_ha": -247.26334,
  "smiles": "COCC#N",
  "orbital_gap_ev": 11.589,
  "elements": ["C", "O", "C", "C", "N", "H", "H", "H", "H", "H"],
  "xyz": [[-0.091, -0.685, 1.180], [-0.398, -0.928, -0.188], [0.167, -0.020, -1.090], [-0.217, 1.376, -0.796], [-0.488, 2.475, -0.564], [0.311, -1.597, 1.629], [-0.993, -0.401, 1.731], [0.643, 0.127, 1.298], [-0.203, -0.289, -2.084], [1.269, -0.058, -1.117]]
}


(5)
{
  "formula": "C27H26F3FeN9O4S",
  "method": "the ωB97M-V functional and the def2-TZVPD basis",
  "lumo_ev": [-3.4, -3.5],
  "max_force_ev_per_a": 0.7,
  "multiplicity": 2,
  "energy_ha": -3799.69402,
  "charge": 1,
  "orbital_gap_ev": [7.283, 7.285],
  "elements": ["Fe", "N", "C", "N", "C", "N", "C", "C", "N", "C", "C", "N", "H", "H", "H", "H", "H", "C", "C", "N", "C", "C", "N", "C", "O", "O", "C", "O", "O", "H", "H", "H", "H", "H", "F", "C", "F", "F", "C", "C", "C", "C", "N", "C", "S", "H", "H", "H", "C", "N", "C", "C", "C", "C", "C", "C", "C", "C", "H", "H", "H", "H", "H", "H", "H", "H", "H", "H", "H", "H", "H"],
  "xyz": [[0.342, 0.242, -0.190], [1.231, -3.151, -2.336], [0.362, -2.573, -1.504], [0.754, -1.332, -1.305], [1.880, -1.208, -2.061], [2.208, -2.297, -2.708], [2.541, 0.094, -2.063], [3.660, 0.436, -2.802], [4.150, 1.671, -2.773], [3.515, 2.559, -2.019], [2.390, 2.230, -1.271], [1.915, 0.993, -1.292], [1.220, -4.091, -2.700], [-0.499, -3.052, -1.071], [4.159, -0.296, -3.424], [3.907, 3.568, -2.004], [1.866, 2.948, -0.656], [3.149, -2.472, 0.943], [2.823, -1.182, 1.603], [1.934, -0.279, 1.225], [1.985, 0.727, 2.163], [2.916, 0.435, 3.114], [3.434, -0.770, 2.735], [3.432, 1.074, 4.360], [2.880, 2.211, 4.724], [4.314, 0.521, 4.964], [1.080, 1.878, 2.030], [1.029, 2.776, 2.866], [0.361, 1.852, 0.957], [2.364, -2.739, 0.244], [3.231, -3.267, 1.683], [4.097, -2.409, 0.406], [4.151, -1.243, 3.268], [2.160, 2.490, 4.099], [-2.489, -2.770, 3.204], [-3.515, -2.124, 2.628], [-4.641, -2.699, 3.074], [-3.509, -0.862, 3.100], [-3.435, -2.156, 1.124], [-4.464, -2.727, 0.400], [-4.410, -2.730, -0.987], [-3.309, -2.152, -1.583], [-2.300, -1.607, -0.900], [-2.341, -1.598, 0.432], [-1.000, -0.851, 1.303], [-5.307, -3.158, 0.921], [-5.203, -3.162, -1.580], [-3.218, -2.113, -2.664], [-2.272, 2.866, 2.644], [-1.897, 3.022, 1.217], [-2.072, 4.411, 0.745], [-2.616, 2.012, 0.366], [-2.083, 1.904, -1.039], [-2.862, 2.510, -2.025], [-2.547, 2.416, -3.370], [-1.432, 1.689, -3.739], [-0.646, 1.089, -2.763], [-0.927, 1.180, -1.399], [-1.676, 3.549, 3.243], [-2.070, 1.839, 2.943], [-3.333, 3.084, 2.759], [-0.891, 2.752, 1.136], [-3.117, 4.696, 0.854], [-1.780, 4.472, -0.300], [-1.447, 5.068, 1.346], [-3.667, 2.303, 0.355], [-2.513, 1.069, 0.895], [-3.756, 3.050, -1.729], [-3.171, 2.893, -4.114], [-1.167, 1.580, -4.784], [0.204, 0.516, -3.106]]
}


(6)
{
  "formula": "CHN2O3",
  "method": "the ωB97M-V functional and the def2-TZVPD basis",
  "lumo_ev": [3.7, 3.6],
  "max_force_ev_per_a": 3.1,
  "energy_ha": -373.77318,
  "charge": -1,
  "orbital_gap_ev": [4.461, 6.556],
  "elements": ["C", "N", "N", "O", "O", "O", "H"],
  "xyz": [[-1.828, 0.557, 0.010], [1.312, -0.069, -0.269], [2.346, -0.354, 0.553], [-1.672, 1.662, 0.302], [-2.444, -0.401, -0.342], [2.030, -1.305, -0.429], [0.255, -0.091, 0.175]]
}


Number 4 is which compound? C3H5NO